# 1
Here is a molecular structure, C43H42I2N3O5PbTe at a distorted geometry from the Open Molecules 2025 dataset. Energies are from ωB97M-V/def2-TZVPD.

Positions of all 97 atoms, in Å:
Pb (2.327, -0.751, 0.044)
C (4.104, 3.010, -2.035)
C (3.502, 2.216, -0.902)
O (2.696, 1.314, -1.206)
C (3.897, 2.599, 0.411)
C (3.682, 1.985, 1.640)
C (4.106, 2.710, 2.887)
N (3.175, 0.749, 1.748)
N (3.100, 0.287, 2.989)
C (2.907, -1.040, 3.111)
O (2.928, -1.869, 2.162)
C (2.700, -1.538, 4.490)
C (2.489, -0.657, 5.551)
C (2.300, -1.147, 6.831)
C (2.328, -2.517, 7.063)
C (2.503, -3.397, 6.002)
C (2.678, -2.912, 4.718)
H (5.179, 2.821, -2.085)
H (3.962, 4.081, -1.889)
H (3.653, 2.705, -2.977)
H (4.479, 3.510, 0.460)
H (4.511, 3.691, 2.655)
H (4.842, 2.117, 3.429)
H (3.240, 2.810, 3.543)
H (2.467, 0.404, 5.343)
H (2.130, -0.462, 7.652)
H (2.212, -2.898, 8.069)
H (2.487, -4.464, 6.177)
H (2.804, -3.585, 3.879)
I (5.054, -1.854, -1.333)
C (5.063, -3.372, 0.194)
I (3.516, -4.816, 0.065)
H (4.970, -2.875, 1.149)
H (6.011, -3.881, 0.089)
O (1.608, -2.440, -1.894)
C (0.384, -2.240, -1.969)
O (-0.180, -1.165, -2.370)
C (-0.551, -3.327, -1.502)
C (-0.780, -3.460, -0.138)
C (-1.725, -4.364, 0.324)
C (-2.416, -5.164, -0.575)
C (-2.144, -5.073, -1.932)
C (-1.219, -4.151, -2.399)
H (-0.225, -2.852, 0.566)
H (-1.920, -4.439, 1.387)
H (-3.171, -5.852, -0.216)
H (-2.668, -5.713, -2.631)
H (-1.010, -4.065, -3.458)
C (-4.115, 1.037, -7.012)
C (-3.319, 0.965, -5.737)
C (-3.591, 0.023, -4.763)
C (-2.876, -0.050, -3.567)
C (-3.270, -1.134, -2.605)
C (-1.847, 0.873, -3.343)
Te (-0.451, 1.049, -1.683)
N (0.094, 0.200, 0.207)
C (-1.137, -0.068, 0.565)
O (-2.056, 0.195, -0.291)
C (-1.513, -0.625, 1.884)
C (-2.855, -0.810, 2.202)
C (-3.209, -1.370, 3.419)
C (-2.229, -1.764, 4.318)
C (-0.889, -1.551, 4.021)
C (-0.536, -0.967, 2.816)
C (-1.583, 2.772, -0.971)
C (-2.939, 2.860, -1.269)
C (-3.691, 3.940, -0.836)
C (-3.091, 4.939, -0.085)
C (-1.744, 4.851, 0.224)
C (-0.975, 3.774, -0.210)
C (0.495, 3.710, 0.105)
C (-1.539, 1.830, -4.337)
C (-0.432, 2.854, -4.207)
C (-2.286, 1.861, -5.506)
H (-4.806, 0.199, -7.093)
H (-3.454, 1.030, -7.879)
H (-4.693, 1.963, -7.043)
H (-4.387, -0.695, -4.930)
H (-4.285, -1.475, -2.816)
H (-3.216, -0.801, -1.575)
H (-2.596, -1.982, -2.706)
H (-3.608, -0.508, 1.486)
H (-4.255, -1.491, 3.670)
H (-2.508, -2.228, 5.255)
H (-0.117, -1.834, 4.727)
H (0.499, -0.769, 2.583)
H (-3.413, 2.072, -1.838)
H (-4.743, 4.001, -1.086)
H (-3.671, 5.783, 0.267)
H (-1.270, 5.634, 0.805)
H (0.769, 4.430, 0.877)
H (1.077, 3.940, -0.794)
H (0.778, 2.711, 0.439)
H (0.530, 2.376, -4.015)
H (-0.633, 3.558, -3.395)
H (-0.345, 3.424, -5.130)
H (-2.049, 2.600, -6.265)

The LUMO energy (alpha / beta) comes out at -0.2430 / -2.2551 eV. For the HOMO energy (alpha / beta), the calculation gives -7.78 / -7.79 eV. The spin multiplicity is 2. Its expectation value of S² is 0.780. The calculation puts the HOMO-LUMO gap (alpha / beta) at 7.5 / 5.5 eV.



# 2
Here is 8 unconnected molecules or ions with the total composition C38H81ClI3N2O9S7 at a distorted geometry from the Open Molecules 2025 dataset. Energies are from ωB97M-V/def2-TZVPD.

Positions of all 141 atoms, in Å:
C (4.300, 5.080, 3.950)
C (3.107, 4.088, 4.497)
C (1.871, 4.124, 3.371)
N (1.291, 2.716, 3.311)
C (2.091, 1.706, 2.460)
C (3.462, 2.110, 1.616)
C (3.052, 2.742, 0.122)
C (4.186, 2.329, -1.000)
I (6.150, 2.961, -0.153)
C (1.614, 0.113, 2.278)
C (2.484, -0.977, 1.354)
C (2.273, -0.775, -0.259)
C (1.242, -1.836, -0.965)
Cl (1.883, -2.203, -2.703)
C (0.220, -0.365, 3.070)
C (-0.270, -1.927, 2.854)
N (0.319, -2.711, 4.036)
C (-0.593, 0.743, 4.024)
C (-1.929, 0.240, 4.837)
I (-1.596, 0.084, 7.039)
C (-3.295, 1.139, 4.483)
C (-3.543, 1.337, 2.874)
I (-4.982, -0.125, 5.217)
C (0.022, 2.297, 4.085)
C (-0.824, 3.405, 5.009)
C (-1.912, 4.261, 4.075)
C (-1.511, 5.839, 3.884)
C (-2.803, 6.702, 3.284)
O (-2.543, 7.616, 2.328)
O (-4.200, 6.490, 3.702)
C (-4.911, 5.861, 2.551)
C (-6.327, 5.235, 3.155)
H (3.767, 5.849, 3.209)
H (4.751, 5.678, 4.849)
H (5.167, 4.480, 3.400)
H (3.471, 2.983, 4.721)
H (2.698, 4.526, 5.524)
H (2.252, 4.517, 2.310)
H (1.127, 4.940, 3.757)
H (4.201, 1.218, 1.457)
H (4.090, 2.970, 2.138)
H (1.952, 2.481, -0.185)
H (3.101, 3.916, 0.237)
H (4.031, 3.021, -1.945)
H (4.231, 1.186, -1.251)
H (3.657, -0.889, 1.558)
H (2.214, -2.097, 1.601)
H (3.352, -0.773, -0.767)
H (1.812, 0.308, -0.443)
H (1.019, -2.804, -0.346)
H (0.220, -1.255, -1.134)
H (-1.459, -2.043, 2.860)
H (0.063, -2.381, 1.802)
H (0.629, -3.666, 3.734)
H (1.176, -2.145, 4.317)
H (-2.234, -0.872, 4.525)
H (-3.362, 2.120, 5.121)
H (-2.746, 0.791, 2.186)
H (-3.652, 2.460, 2.534)
H (-4.584, 0.820, 2.601)
H (-1.461, 2.908, 5.853)
H (-0.019, 4.106, 5.490)
H (-1.976, 3.770, 3.014)
H (-2.955, 4.246, 4.655)
H (-1.005, 6.342, 4.812)
H (-0.696, 5.876, 3.012)
H (-4.247, 5.000, 2.066)
H (-5.076, 6.661, 1.712)
H (-7.198, 5.606, 2.434)
H (-6.514, 5.653, 4.257)
H (-6.239, 4.061, 3.164)
C (5.780, -3.550, -3.139)
S (4.816, -3.372, -1.619)
O (4.834, -1.921, -1.241)
C (5.999, -4.227, -0.550)
H (5.245, -3.050, -3.950)
H (6.763, -3.090, -3.015)
H (5.890, -4.611, -3.379)
H (6.968, -3.723, -0.587)
H (6.102, -5.264, -0.876)
H (5.619, -4.206, 0.475)
C (2.948, -8.410, -2.803)
S (3.382, -6.694, -3.178)
O (3.238, -5.905, -1.909)
C (1.926, -6.354, -4.197)
H (3.708, -8.823, -2.137)
H (1.973, -8.450, -2.310)
H (2.924, -8.990, -3.729)
H (1.016, -6.522, -3.617)
H (1.937, -7.003, -5.076)
H (1.963, -5.310, -4.518)
C (7.214, 6.870, -3.182)
S (5.494, 6.388, -3.471)
O (5.049, 5.578, -2.290)
C (5.851, 5.235, -4.818)
H (7.243, 7.570, -2.343)
H (7.814, 5.990, -2.939)
H (7.611, 7.360, -4.074)
H (6.535, 4.456, -4.473)
H (6.293, 5.779, -5.656)
H (4.913, 4.776, -5.140)
C (-2.966, -8.168, -3.732)
S (-2.442, -6.568, -4.395)
O (-0.984, -6.675, -4.731)
C (-2.576, -5.669, -2.831)
H (-2.923, -8.908, -4.535)
H (-2.298, -8.474, -2.923)
H (-3.992, -8.093, -3.365)
H (-1.932, -6.130, -2.078)
H (-3.614, -5.676, -2.493)
H (-2.257, -4.637, -2.995)
C (-5.777, -2.291, -1.563)
S (-4.284, -2.268, -2.585)
O (-3.228, -3.048, -1.860)
C (-3.924, -0.511, -2.346)
H (-6.162, -3.313, -1.534)
H (-5.539, -1.965, -0.548)
H (-6.530, -1.633, -2.002)
H (-3.802, -0.297, -1.281)
H (-4.739, 0.088, -2.758)
H (-2.998, -0.272, -2.872)
C (0.567, 2.820, -4.496)
S (2.352, 2.790, -4.790)
O (2.613, 3.551, -6.056)
C (2.443, 1.027, -5.186)
H (0.270, 3.846, -4.265)
H (0.035, 2.481, -5.388)
H (0.326, 2.175, -3.648)
H (1.795, 0.800, -6.035)
H (2.139, 0.441, -4.315)
H (3.476, 0.782, -5.443)
C (-10.448, -3.931, 0.643)
S (-8.684, -3.541, 0.542)
O (-8.387, -3.159, -0.878)
C (-8.106, -5.239, 0.781)
H (-11.017, -3.013, 0.482)
H (-10.714, -4.661, -0.126)
H (-10.678, -4.329, 1.634)
H (-8.518, -5.887, 0.004)
H (-8.414, -5.593, 1.768)
H (-7.016, -5.246, 0.719)

The LUMO energy comes out at -3.8893 eV. For the HOMO energy, the calculation gives -10.01 eV. As for the net charge: +1. The calculation puts the HOMO-LUMO gap at 6.1 eV.